1.
A molecular structure, C43H53N10P2Re in a non-equilibrium geometry, computed with ωB97M-V with the def2-TZVPD basis set.

Output
2S+1   2
LUMO energy (spin up / spin down)   -10.94 / -10.06 eV
Energy above the lowest of the compared OMol25 structures with the same formula, charge and spin   139.5 kJ/mol
Max |F|   3.5 eV/A
HOMO-LUMO gap (spin up / spin down)   4.77 / 5.65 eV
Charge   +3
⟨S²⟩   0.8540
DFT total energy   -2978.12740 a.u.
HOMO (spin up / spin down)   -15.71 / -15.71 eV

Last column: Löwdin spin population.
Element x y z (Å)
Re -0.052 -0.064 -0.123  1.03
C -4.085 1.046 1.261  -0.02
C -3.873 1.649 2.500  0.01
C -2.664 1.449 3.118  -0.02
C -1.646 0.732 2.465  0.01
N -1.815 0.278 1.195  -0.01
C -3.039 0.384 0.655  0.00
N -0.564 0.461 3.221  -0.04
C 0.628 0.168 2.865  0.01
N 1.123 0.217 1.575  -0.07
C 2.469 -0.120 1.615  0.01
N 3.322 -0.080 0.657  -0.03
C 3.112 0.429 -0.577  0.01
C 4.257 0.957 -1.202  -0.01
C 4.144 1.635 -2.391  0.01
C 2.872 1.767 -2.948  -0.01
C 1.803 1.187 -2.306  0.01
N 1.890 0.504 -1.156  0.00
C 2.838 -0.445 2.982  0.00
C 4.034 -0.856 3.538  0.00
C 4.062 -1.061 4.914  0.00
C 2.940 -0.830 5.702  0.00
C 1.738 -0.403 5.144  0.00
C 1.697 -0.226 3.774  0.00
H -5.051 1.086 0.784  0.00
H -4.646 2.229 2.978  0.00
H -2.458 1.816 4.109  0.00
H -3.184 -0.105 -0.298  0.00
H 5.194 0.860 -0.679  0.00
H 5.008 2.072 -2.867  0.00
H 2.727 2.308 -3.868  0.00
H 0.809 1.284 -2.717  0.00
H 4.905 -1.015 2.925  0.00
H 4.974 -1.403 5.380  0.00
H 3.001 -0.973 6.771  0.00
H 0.867 -0.217 5.751  0.00
C 1.290 -2.993 1.628  0.01
P -0.197 -2.503 0.680  0.01
C 0.141 -3.503 -0.815  0.01
N 0.525 -4.734 -0.649  0.00
C 0.995 -5.466 -1.659  0.00
C 1.349 -6.818 -1.523  0.00
C 1.881 -7.488 -2.592  0.00
C 2.117 -6.839 -3.821  0.00
C 1.783 -5.522 -3.995  0.00
C 1.175 -4.818 -2.940  0.00
N 0.719 -3.578 -3.087  0.00
C 0.170 -2.921 -2.107  0.01
P -0.531 -1.271 -2.490  0.00
C 0.534 -0.937 -3.946  0.00
C -2.159 -1.758 -3.395  0.00
C -2.039 -3.151 -4.005  0.00
C -2.403 -0.729 -4.499  0.00
C -3.317 -1.744 -2.403  0.00
C -1.626 -3.411 1.574  0.00
C -1.067 -4.684 2.204  0.00
C -2.731 -3.794 0.595  0.00
C -2.192 -2.515 2.676  0.00
H 1.210 -2.653 2.659  0.00
H 2.166 -2.543 1.165  0.00
H 1.398 -4.075 1.601  0.00
H 1.189 -7.300 -0.571  0.00
H 2.133 -8.532 -2.499  0.00
H 2.557 -7.405 -4.627  0.00
H 1.947 -5.004 -4.928  0.00
H 0.417 -1.765 -4.646  0.00
H 1.581 -0.892 -3.652  0.00
H 0.249 -0.009 -4.434  0.00
H -1.128 -3.283 -4.583  0.00
H -2.876 -3.303 -4.683  0.00
H -2.083 -3.928 -3.245  0.00
H -1.790 -0.931 -5.374  0.00
H -2.223 0.297 -4.173  0.00
H -3.443 -0.792 -4.816  0.00
H -3.011 -2.199 -1.465  0.00
H -4.148 -2.323 -2.800  0.00
H -3.675 -0.732 -2.226  0.00
H -0.632 -5.351 1.463  0.00
H -1.896 -5.212 2.670  0.00
H -0.347 -4.472 2.988  0.00
H -2.341 -4.320 -0.275  0.00
H -3.308 -2.929 0.281  0.00
H -3.423 -4.472 1.091  0.00
H -1.406 -2.026 3.249  0.00
H -2.762 -3.129 3.369  0.00
H -2.873 -1.759 2.292  0.00
C 0.431 5.380 1.276  0.00
C 1.462 4.264 1.321  0.00
N 0.902 3.098 0.662  0.01
C -0.043 3.147 -0.294  0.01
N -0.557 1.989 -0.740  0.04
C -1.677 2.127 -1.659  0.01
C -1.391 3.200 -2.705  0.00
C -1.239 4.513 -1.962  0.00
N -0.423 4.338 -0.771  0.01
C 0.032 5.587 -0.174  0.00
H 0.838 6.301 1.689  0.00
H -0.444 5.095 1.862  0.00
H 1.709 4.000 2.349  0.00
H 2.384 4.567 0.813  0.00
H 1.129 2.187 1.038  0.00
H -2.581 2.411 -1.103  0.00
H -1.869 1.161 -2.134  0.00
H -2.211 3.267 -3.415  0.00
H -0.479 2.962 -3.254  0.00
H -2.222 4.894 -1.666  0.00
H -0.760 5.269 -2.590  0.00
H -0.790 6.304 -0.238  0.00
H 0.878 5.983 -0.749  0.00

2.
A molecular structure, C43H53N10P2Re in a non-equilibrium geometry, computed with ωB97M-V with the def2-TZVPD basis set.

Output
2S+1   2
LUMO energy (spin up / spin down)   -11.01 / -9.70 eV
Energy above the lowest of the compared OMol25 structures with the same formula, charge and spin   198.1 kJ/mol
Max |F|   1.8 eV/A
HOMO-LUMO gap (spin up / spin down)   4.85 / 6.28 eV
Charge   +3
⟨S²⟩   1.1041
DFT total energy   -2978.10505 a.u.
HOMO (spin up / spin down)   -15.85 / -15.98 eV

Last column: Löwdin spin population.
Element x y z (Å)
Re -0.227 0.270 -0.169  1.32
C 1.055 1.962 3.756  -0.03
C 0.245 1.410 4.741  0.01
C -0.674 0.464 4.352  -0.03
C -0.780 0.075 3.005  0.01
N 0.037 0.594 2.047  -0.02
C 0.916 1.526 2.455  0.01
N -1.766 -0.829 2.768  -0.10
C -2.028 -1.453 1.678  0.02
N -1.388 -1.315 0.443  -0.15
C -1.743 -2.443 -0.288  0.01
N -1.109 -2.975 -1.269  -0.09
C 0.188 -2.759 -1.609  0.00
C 0.735 -3.795 -2.386  -0.03
C 2.072 -3.799 -2.702  0.01
C 2.841 -2.738 -2.243  -0.03
C 2.231 -1.732 -1.520  0.00
N 0.930 -1.694 -1.196  -0.03
C -2.859 -3.132 0.361  0.00
C -3.548 -4.279 0.019  0.01
C -4.424 -4.798 0.966  0.01
C -4.578 -4.197 2.214  0.01
C -3.863 -3.057 2.564  0.01
C -3.009 -2.532 1.612  0.01
H 1.788 2.723 3.986  0.00
H 0.323 1.724 5.773  0.00
H -1.350 -0.010 5.048  0.00
H 1.536 1.957 1.692  0.00
H 0.065 -4.586 -2.691  0.00
H 2.517 -4.604 -3.271  0.00
H 3.904 -2.687 -2.431  0.00
H 2.843 -0.923 -1.182  0.00
H -3.412 -4.751 -0.945  0.00
H -4.982 -5.696 0.738  0.00
H -5.259 -4.634 2.931  0.00
H -3.968 -2.604 3.540  0.00
C -1.135 -0.972 -3.637  -0.01
P -0.567 0.464 -2.661  -0.01
C 1.162 0.676 -3.260  0.00
N 1.343 0.376 -4.519  0.00
C 2.571 0.385 -5.062  0.00
C 2.772 0.110 -6.429  0.00
C 4.044 0.099 -6.927  0.00
C 5.158 0.340 -6.087  0.00
C 4.999 0.603 -4.755  0.00
C 3.698 0.653 -4.216  0.00
N 3.483 0.950 -2.923  0.00
C 2.276 1.009 -2.431  0.00
P 2.040 1.483 -0.646  0.01
C 3.240 0.531 0.381  0.01
C 2.862 3.227 -0.567  0.01
C 4.383 3.132 -0.728  0.00
C 2.597 3.861 0.803  0.00
C 2.287 4.090 -1.695  0.00
C -1.573 1.864 -3.436  0.00
C -3.038 1.561 -3.102  0.00
C -1.385 1.974 -4.948  0.00
C -1.150 3.180 -2.790  0.00
H -1.612 -0.615 -4.544  0.00
H -1.852 -1.569 -3.078  0.00
H -0.288 -1.591 -3.921  0.00
H 1.910 -0.085 -7.054  0.00
H 4.209 -0.103 -7.977  0.00
H 6.151 0.320 -6.515  0.00
H 5.847 0.792 -4.109  0.00
H 3.503 1.131 1.251  0.00
H 4.149 0.332 -0.184  0.00
H 2.802 -0.396 0.748  0.00
H 4.872 2.731 0.160  0.00
H 4.760 4.149 -0.866  0.00
H 4.680 2.555 -1.592  0.00
H 3.111 3.325 1.604  0.00
H 1.540 3.939 1.055  0.00
H 3.010 4.872 0.802  0.00
H 2.700 3.800 -2.662  0.00
H 2.562 5.133 -1.528  0.00
H 1.199 4.043 -1.760  0.00
H -3.401 0.674 -3.621  0.00
H -3.657 2.400 -3.426  0.00
H -3.179 1.423 -2.026  0.00
H -1.750 1.105 -5.491  0.00
H -0.351 2.151 -5.228  0.00
H -1.978 2.826 -5.287  0.00
H -1.343 3.150 -1.722  0.00
H -1.724 4.001 -3.222  0.00
H -0.092 3.380 -2.972  0.00
C -1.048 5.828 1.372  0.00
C -0.316 5.195 0.207  0.00
N -0.428 3.746 0.355  0.01
C -1.626 3.153 0.574  0.01
N -1.757 1.841 0.327  0.03
C -3.069 1.241 0.624  0.01
C -4.202 2.212 0.362  0.00
C -3.979 3.419 1.239  0.00
N -2.617 3.919 1.045  0.01
C -2.486 5.358 1.325  0.00
H -1.018 6.914 1.306  0.00
H -0.568 5.534 2.307  0.00
H 0.737 5.464 0.210  0.00
H -0.751 5.523 -0.743  0.00
H 0.239 3.166 -0.122  0.00
H -3.115 0.923 1.670  0.00
H -3.199 0.359 -0.003  0.00
H -5.156 1.743 0.595  0.00
H -4.212 2.513 -0.688  0.00
H -4.131 3.176 2.294  0.00
H -4.672 4.219 0.979  0.00
H -2.982 5.552 2.277  0.00
H -3.030 5.903 0.549  0.00

3.
A molecular structure, C43H54N3OReSi4Te in a non-equilibrium geometry, computed with ωB97M-V with the def2-TZVPD basis set.

Output
2S+1   4
LUMO energy (spin up / spin down)   1.94 / 1.71 eV
Energy above the lowest of the compared OMol25 structures with the same formula, charge and spin   0.0 kJ/mol
Max |F|   5.4 eV/A
HOMO-LUMO gap (spin up / spin down)   4.99 / 5.10 eV
Charge   -1
⟨S²⟩   3.8462
DFT total energy   -3414.55810 a.u.
HOMO (spin up / spin down)   -3.05 / -3.40 eV

Last column: Löwdin spin population.
Element x y z (Å)
Re 12.216 9.488 12.672  2.16
O 12.979 14.909 14.647  0.00
C 13.768 13.900 14.719  0.00
C 14.747 13.787 15.752  0.00
C 15.442 12.548 15.954  0.00
C 15.324 11.460 15.070  0.00
C 14.529 11.598 13.948  0.01
C 13.638 12.774 13.778  0.00
C 12.503 12.820 12.919  0.02
N 11.944 11.707 12.358  0.06
C 10.685 12.301 11.895  0.01
C 10.619 13.650 12.112  0.00
N 11.794 13.959 12.761  0.01
H 15.143 14.645 16.302  0.00
H 15.944 12.279 16.894  0.00
H 15.835 10.471 15.243  0.00
H 14.648 10.924 13.132  0.01
H 9.962 11.736 11.195  0.00
H 9.838 14.380 11.859  0.00
H 12.342 14.638 13.654  0.00
C 11.529 10.407 16.747  0.00
C 12.582 9.897 17.528  0.01
C 13.596 9.154 16.873  0.00
C 13.429 8.764 15.548  0.02
N 12.470 9.391 14.786  0.04
C 11.568 10.206 15.424  0.03
C 14.082 7.465 15.139  0.00
C 13.466 6.434 14.402  0.01
C 14.230 5.288 14.233  0.00
C 15.422 5.011 14.898  0.00
C 16.101 5.994 15.591  0.00
C 15.419 7.225 15.607  0.00
H 10.747 11.067 17.082  0.00
H 12.634 9.972 18.634  0.00
H 14.352 8.610 17.463  0.00
H 10.828 10.661 14.797  0.01
H 12.732 6.656 13.722  0.01
H 13.778 4.570 13.514  0.00
H 15.739 3.979 14.901  0.00
H 16.990 5.850 16.146  0.00
C 17.544 11.584 7.797  0.01
Si 15.875 11.094 8.622  0.02
C 14.453 11.364 7.414  0.00
C 15.701 12.064 10.184  0.00
Si 16.184 8.828 9.272  0.19
Te 13.938 8.659 10.995  0.18
Si 17.860 8.449 10.869  0.03
C 17.697 9.778 12.224  0.00
C 17.487 6.847 11.833  0.01
C 19.611 8.479 10.105  0.01
Si 16.582 7.492 7.370  0.02
C 17.455 5.922 7.968  0.00
C 17.753 8.652 6.338  0.01
C 14.873 7.306 6.486  0.00
H 18.423 11.332 8.448  0.00
H 17.517 12.668 7.612  0.00
H 17.529 11.098 6.836  0.00
H 13.671 11.870 8.013  0.00
H 14.048 10.492 7.006  0.00
H 14.786 12.016 6.610  0.00
H 16.600 12.422 10.639  0.00
H 15.177 11.568 10.981  0.00
H 15.070 12.902 9.786  0.00
H 18.359 10.637 12.114  0.00
H 17.889 9.369 13.219  0.00
H 16.610 10.062 12.321  0.00
H 16.407 6.978 12.089  0.01
H 18.097 6.734 12.781  0.00
H 17.699 5.890 11.355  0.00
H 19.454 9.527 9.773  0.00
H 19.637 7.918 9.202  0.00
H 20.470 8.326 10.795  0.00
H 18.544 6.086 8.199  0.00
H 17.352 5.145 7.197  0.00
H 16.991 5.616 8.933  0.00
H 18.608 9.129 6.807  0.00
H 17.029 9.386 5.892  0.00
H 18.132 8.020 5.543  0.00
H 14.713 6.245 6.010  0.00
H 14.822 8.033 5.659  0.00
H 13.990 7.411 7.058  0.00
H 15.855 8.281 15.892  0.00
C 9.025 4.839 9.415  0.01
C 8.819 6.173 8.709  0.00
C 9.346 7.246 9.331  0.01
C 10.141 7.238 10.490  0.01
C 10.413 5.998 11.054  0.01
C 9.906 4.795 10.487  0.00
C 10.557 8.466 11.186  0.12
C 10.581 8.400 12.703  -0.10
C 9.532 7.932 13.705  -0.01
C 9.510 6.682 14.314  0.00
C 8.306 6.187 14.828  0.00
C 7.217 7.068 14.857  0.00
C 7.406 8.436 14.667  0.00
C 8.563 8.901 13.960  -0.01
H 8.352 4.043 9.296  0.00
H 8.217 6.251 7.840  0.00
H 9.066 8.162 8.844  0.00
H 10.878 5.969 12.087  0.00
H 10.237 3.877 10.894  0.00
H 10.770 9.433 10.666  0.01
H 10.495 6.089 14.356  0.00
H 8.215 5.180 15.023  0.00
H 6.251 6.583 15.079  0.00
H 6.534 9.090 15.008  0.00
H 8.797 9.984 13.698  0.00

4.
A molecular structure, C43H55IrN3OP2SSb, computed with ωB97M-V with the def2-TZVPD basis set.

Output
2S+1   6
LUMO energy (spin up / spin down)   -7.62 / -10.01 eV
Max |F|   0.5 eV/A
HOMO-LUMO gap (spin up / spin down)   6.65 / 6.21 eV
Charge   +3
⟨S²⟩   8.8191
DFT total energy   -3335.62519 a.u.
HOMO (spin up / spin down)   -14.28 / -16.22 eV

Last column: Löwdin spin population.
Element x y z (Å)
Ir -0.354 0.512 1.055  2.11
C -2.557 -2.586 -0.756  0.01
C -2.027 -2.762 0.666  0.03
C -0.650 -3.418 0.670  0.00
P -2.002 -1.182 1.597  0.15
C -3.726 -0.534 1.570  0.04
C -3.821 0.856 2.188  0.01
C -4.742 -1.482 2.208  0.01
C -1.587 -1.622 3.309  0.12
C -2.165 -2.703 3.945  0.01
C -1.800 -3.048 5.249  0.17
C -0.823 -2.319 5.921  -0.01
C -0.216 -1.245 5.313  0.13
C -0.597 -0.854 4.002  0.04
N -0.011 0.145 3.325  0.49
C 0.972 0.995 3.848  0.03
C 0.853 1.678 5.054  0.05
C 1.857 2.556 5.435  0.00
C 2.967 2.753 4.624  0.05
C 3.082 2.078 3.414  0.01
C 2.085 1.200 3.008  0.06
P 2.036 0.242 1.470  0.16
C 3.229 0.874 0.228  0.03
C 2.927 2.332 -0.129  0.01
C 4.713 0.641 0.542  0.01
C 2.414 -1.518 1.851  0.02
C 2.689 -2.294 0.561  0.00
C 3.510 -1.717 2.900  0.01
H -2.467 -3.534 -1.286  0.00
H -3.607 -2.296 -0.782  0.00
H -1.971 -1.849 -1.307  0.01
H -2.732 -3.394 1.217  0.01
H 0.042 -2.840 0.054  0.00
H -0.230 -3.517 1.672  0.00
H -0.722 -4.418 0.241  0.00
H -3.944 -0.461 0.499  0.00
H -3.554 0.835 3.247  0.00
H -3.181 1.578 1.684  0.00
H -4.851 1.208 2.117  0.00
H -4.591 -1.560 3.285  0.00
H -5.743 -1.081 2.051  0.00
H -4.726 -2.483 1.777  0.00
H -2.904 -3.308 3.439  0.00
H -2.267 -3.898 5.726  0.01
H -0.522 -2.613 6.917  0.00
H 0.579 -0.717 5.818  0.01
H -0.027 1.549 5.669  0.00
H 1.770 3.094 6.369  0.00
H 3.745 3.438 4.929  0.00
H 3.953 2.251 2.799  0.00
H 2.973 0.270 -0.652  0.00
H 2.965 2.987 0.743  0.00
H 3.668 2.696 -0.841  0.00
H 1.951 2.409 -0.618  0.01
H 5.025 1.045 1.503  0.00
H 4.970 -0.415 0.532  0.00
H 5.314 1.127 -0.227  0.00
H 1.471 -1.880 2.275  0.00
H 3.676 -2.070 0.162  0.00
H 2.661 -3.364 0.770  0.00
H 1.953 -2.085 -0.219  0.00
H 4.491 -1.424 2.533  0.00
H 3.309 -1.156 3.813  0.00
H 3.561 -2.773 3.164  0.00
N -1.811 4.427 2.209  0.00
C -0.868 3.673 1.637  0.02
N 0.033 4.252 0.829  0.00
O -0.857 2.432 1.864  0.13
H -1.826 5.429 2.130  0.00
H -2.457 3.985 2.839  0.00
H 0.121 5.254 0.790  0.00
H 0.831 3.705 0.553  0.00
S -0.371 0.404 -1.219  0.75
Sb -0.434 0.299 -3.680  0.17
C -0.710 -1.724 -4.055  0.02
C -1.788 -2.254 -4.761  0.01
C -1.889 -3.629 -4.919  0.00
C -0.928 -4.467 -4.373  0.01
C 0.139 -3.940 -3.660  0.00
C 0.250 -2.570 -3.493  0.01
C 1.505 0.820 -4.202  0.03
C 2.276 -0.093 -4.917  0.01
C 3.571 0.254 -5.282  0.00
C 4.080 1.496 -4.934  0.01
C 3.306 2.402 -4.221  0.00
C 2.014 2.069 -3.849  0.01
C -1.884 1.646 -4.304  0.03
C -2.855 1.319 -5.249  0.01
C -3.772 2.284 -5.642  0.00
C -3.717 3.558 -5.100  0.00
C -2.748 3.881 -4.161  0.00
C -1.829 2.928 -3.755  0.01
H -2.546 -1.626 -5.198  0.00
H -2.717 -4.045 -5.476  0.00
H -1.010 -5.537 -4.508  0.00
H 0.890 -4.599 -3.244  0.00
H 1.088 -2.167 -2.934  0.00
H 1.877 -1.055 -5.212  0.00
H 4.173 -0.441 -5.850  0.00
H 5.084 1.766 -5.234  0.00
H 3.706 3.377 -3.975  0.00
H 1.410 2.790 -3.310  0.00
H -2.894 0.347 -5.710  0.00
H -4.521 2.040 -6.383  0.00
H -4.429 4.308 -5.418  0.00
H -2.707 4.881 -3.751  0.00
H -1.084 3.189 -3.014  0.00